1.
The following is a DFT calculation (wB97M-V/def2-TZVPD) of a single C18H27N3O5S molecule.

Positions of all 54 atoms, in Å:
C1 0.506 -5.681 1.815
C2 -0.529 -5.393 0.733
C3 -1.425 -4.200 1.065
C4 -0.654 -2.879 1.137
N1 0.106 -2.628 -0.064
S1 1.679 -2.162 0.078
O1 2.347 -2.438 -1.156
O2 2.201 -2.707 1.297
C5 1.592 -0.375 0.264
C6 1.572 0.419 -0.863
C7 1.355 1.783 -0.740
C8 1.127 2.361 0.521
C9 1.218 1.543 1.650
C10 1.447 0.187 1.521
H1 1.509 -0.455 2.386
H2 1.080 1.975 2.629
N2 0.754 3.691 0.629
C11 -0.174 4.274 -0.203
O3 -0.746 3.699 -1.094
C12 -0.364 5.699 0.260
H3 -0.403 6.371 -0.595
C13 0.823 5.946 1.188
H4 0.606 6.661 1.978
H5 1.674 6.304 0.609
C14 1.125 4.550 1.737
H6 2.176 4.408 1.991
H7 0.509 4.335 2.619
H8 -1.319 5.763 0.787
N3 1.466 2.581 -1.945
O4 1.141 2.061 -2.982
O5 1.956 3.683 -1.832
H9 1.745 -0.017 -1.835
C15 -0.573 -2.263 -1.285
H10 -1.184 -3.109 -1.617
C16 -1.443 -1.003 -1.180
C17 -1.703 -0.382 -2.551
C18 -2.550 0.881 -2.446
H11 -2.025 1.652 -1.887
H12 -3.495 0.672 -1.948
H13 -2.762 1.273 -3.437
H14 -0.753 -0.130 -3.024
H15 -2.210 -1.113 -3.184
H16 -0.946 -0.267 -0.543
H17 -2.398 -1.254 -0.712
H18 0.218 -2.116 -2.021
H19 -1.349 -2.053 1.338
H20 0.074 -2.926 1.946
H21 -2.209 -4.117 0.308
H22 -1.911 -4.360 2.030
H23 -1.165 -6.272 0.597
H24 -0.015 -5.199 -0.209
H25 1.236 -4.878 1.871
H26 0.026 -5.792 2.785
H27 1.035 -6.603 1.587

## Properties
SMILES string	CCCCN(CCCC)S(=O)(=O)c1ccc(N2CCCC2=O)c([N+](=O)[O-])c1
energy relative to the best compared isomer or geometry (same formula, charge and spin)	3.396	eV
charge	0



2.
The following is a DFT calculation (wB97M-V/def2-TZVPD) of 2 unconnected molecules or ions with the total composition C4H5N2O7.

Positions of all 18 atoms, in Å:
C1 0.682 -1.914 0.946
C2 1.196 1.092 -0.055
C3 -0.600 -1.824 0.036
C4 -0.195 0.907 -0.466
N1 -1.187 1.065 0.378
N2 -0.519 1.075 -1.852
O1 1.397 -2.918 0.906
O2 0.916 -1.056 1.870
O3 -0.949 0.781 1.625
O4 -2.309 1.378 0.039
O5 0.416 1.176 -2.669
O6 -1.664 0.979 -2.148
O7 -1.695 -2.148 0.460
H1 1.244 1.280 0.921
H2 1.932 0.246 -0.099
H3 1.712 1.941 -0.639
H4 -0.568 -1.689 -1.079
H5 0.191 -0.371 1.825

## Properties
charge	-1



3.
The following is a DFT calculation (wB97M-V/def2-TZVPD) of a molecular structure, C42H34N7O2TeTl.

Positions of all 87 atoms, in Å:
Tl1 -0.137 0.201 0.129
O1 1.745 1.465 0.388
C1 3.028 1.266 0.375
C2 3.821 2.242 1.033
C3 5.192 2.161 1.122
C4 5.848 1.083 0.544
C5 5.091 0.129 -0.120
C6 3.701 0.172 -0.244
C7 1.761 -0.712 -1.936
N1 0.507 -1.141 -1.380
C8 -0.485 -1.560 -2.339
C9 -1.564 -0.508 -2.650
N2 -2.159 -0.128 -1.398
C10 -3.401 -0.217 -1.174
C11 -3.971 -0.092 0.157
C12 -5.287 0.347 0.298
C13 -5.900 0.457 1.531
C14 -5.165 0.075 2.663
C15 -3.884 -0.406 2.558
C16 -3.207 -0.522 1.301
O2 -2.030 -1.005 1.238
H1 3.277 3.066 1.480
H2 5.746 2.936 1.644
H3 6.926 0.984 0.593
H4 5.610 -0.698 -0.585
H5 1.940 -1.386 -2.784
H6 -1.003 -2.454 -1.962
H7 0.007 -1.836 -3.280
H8 -2.312 -0.907 -3.353
H9 -1.071 0.355 -3.095
H10 -4.097 -0.443 -2.000
H11 -5.834 0.623 -0.601
H12 -6.915 0.823 1.621
H13 -5.620 0.154 3.646
H14 -3.326 -0.715 3.434
C17 -1.690 3.121 3.051
C18 -1.640 2.515 4.311
C19 -1.072 1.280 4.437
C20 -0.523 0.593 3.317
N3 -0.606 1.204 2.106
C21 -1.168 2.420 1.996
N4 0.011 -0.619 3.596
C22 0.762 -1.321 2.767
N5 1.206 -1.016 1.559
C23 2.059 -2.023 1.075
N6 2.784 -2.086 0.041
C24 3.033 -1.029 -0.962
C25 4.030 -1.651 -1.921
C26 4.333 -1.139 -3.128
C27 3.825 0.058 -3.755
C28 2.766 0.855 -3.357
N7 1.784 0.631 -2.489
C29 2.067 -3.100 2.108
C30 2.708 -4.324 2.157
C31 2.531 -5.102 3.296
C32 1.745 -4.655 4.358
C33 1.114 -3.417 4.307
C34 1.288 -2.656 3.166
H15 -2.130 4.095 2.891
H16 -2.050 3.013 5.182
H17 -1.013 0.768 5.388
H18 -1.179 2.834 0.993
H19 4.486 -2.576 -1.590
H20 5.089 -1.675 -3.700
H21 4.401 0.441 -4.592
H22 2.707 1.827 -3.856
H23 3.321 -4.648 1.326
H24 3.010 -6.072 3.365
H25 1.627 -5.286 5.232
H26 0.502 -3.049 5.121
C35 -0.920 4.401 -1.788
Te1 0.522 2.650 -1.763
C36 -0.345 2.641 -3.749
C37 -0.404 4.079 -4.161
C38 -0.131 4.536 -5.440
C39 -0.144 5.900 -5.722
C40 -0.430 6.806 -4.714
C41 -0.711 6.353 -3.429
C42 -0.708 4.994 -3.136
H27 -0.763 5.111 -0.975
H28 -1.915 3.954 -1.696
H29 -1.356 2.236 -3.655
H30 0.244 2.010 -4.412
H31 0.118 3.820 -6.216
H32 0.087 6.250 -6.722
H33 -0.426 7.871 -4.922
H34 -0.926 7.065 -2.639

## Properties
energy relative to the best compared isomer or geometry (same formula, charge and spin)	3.107	eV
charge	-2



4.
The following is a DFT calculation (wB97M-V/def2-TZVPD) of a molecular structure, C34H30BrI2N8O2SiV.

Positions of all 79 atoms, in Å:
V1 -0.136 -0.133 -0.157
C1 -3.273 -1.397 1.907
C2 -1.861 -1.419 2.406
C3 -1.555 -2.051 3.604
C4 -0.234 -2.070 4.037
C5 0.726 -1.407 3.313
C6 0.340 -0.715 2.149
N1 -0.931 -0.798 1.693
N2 1.102 0.035 1.357
Si1 2.604 0.773 1.741
C7 4.080 -0.272 1.102
C8 2.702 2.519 0.967
C9 2.817 1.049 3.630
H1 -3.928 -0.974 2.667
H2 -3.621 -2.407 1.698
H3 -3.344 -0.796 1.003
H4 -2.337 -2.526 4.175
H5 0.032 -2.599 4.941
H6 1.762 -1.411 3.605
H7 4.034 -0.368 0.021
H8 4.068 -1.273 1.524
H9 5.031 0.186 1.354
H10 3.005 2.495 -0.074
H11 3.419 3.131 1.506
H12 1.736 3.010 1.026
H13 3.426 0.281 4.099
H14 1.851 1.054 4.126
H15 3.292 2.006 3.822
Br1 -0.546 -7.276 1.966
C10 -0.136 -5.595 1.169
C11 1.184 -5.273 0.909
C12 1.487 -4.054 0.340
C13 0.477 -3.122 0.041
C14 -0.849 -3.482 0.332
C15 -1.157 -4.705 0.879
N3 0.741 -1.896 -0.517
C16 1.725 -1.795 -1.397
C17 2.017 -0.539 -1.939
C18 3.064 -0.304 -2.866
C19 3.311 0.972 -3.298
C20 2.524 2.017 -2.801
C21 1.500 1.708 -1.916
N4 1.228 0.485 -1.505
H16 1.966 -5.978 1.154
H17 2.522 -3.800 0.162
H18 -1.640 -2.793 0.085
H19 -2.185 -4.977 1.067
H20 2.260 -2.676 -1.750
H21 3.644 -1.145 -3.219
H22 4.101 1.178 -4.006
H23 2.693 3.040 -3.096
H24 0.886 2.505 -1.516
I1 -1.714 2.419 -2.984
C22 -1.589 3.379 -1.098
C23 -1.838 4.731 -0.990
C24 -1.706 5.357 0.235
I2 -1.998 7.463 0.281
C25 -1.373 4.654 1.405
C26 -1.281 5.200 2.699
C27 -0.987 4.378 3.766
C28 -0.771 3.022 3.532
N5 -0.836 2.478 2.334
C29 -1.122 3.254 1.288
C30 -1.184 2.594 0.003
O1 -0.867 1.365 -0.087
H25 -2.122 5.292 -1.867
H26 -1.449 6.258 2.852
H27 -0.934 4.776 4.769
H28 -0.535 2.345 4.344
N6 -3.465 -0.083 -1.106
C31 -2.619 -1.037 -1.631
O2 -1.378 -0.842 -1.612
C32 -3.208 -2.232 -2.100
C33 -4.592 -2.348 -2.150
N7 -5.746 -2.375 -2.169
C34 -2.422 -3.331 -2.448
N8 -1.802 -4.271 -2.697
H29 -3.062 0.824 -0.933
H30 -4.443 -0.121 -1.344

## Properties
energy relative to the best compared isomer or geometry (same formula, charge and spin)	1.620	eV
<S²>	3.779
multiplicity	4
charge	-1



5.
The following is a DFT calculation (wB97M-V/def2-TZVPD) of a single C5H4S3 molecule.

Positions of all 12 atoms, in Å:
C1 2.136 0.743 -0.050
C2 0.870 0.621 0.057
C3 -1.786 -0.097 -0.152
C4 -1.359 1.395 0.052
C5 -0.113 1.719 0.021
H1 2.405 -1.487 0.320
H2 2.497 1.808 -0.190
H3 -2.297 2.110 0.375
H4 0.289 2.862 0.437
S1 3.419 -0.501 -0.158
S2 -0.155 -0.971 0.294
S3 -3.350 -0.501 -0.168

## Properties
SMILES string	S=C1C=C/C(=C/S)S1
energy relative to the best compared isomer or geometry (same formula, charge and spin)	2.446	eV
charge	0



6.
The following is a DFT calculation (wB97M-V/def2-TZVPD) of a single CH3NO3 molecule.

Positions of all 8 atoms, in Å:
C1 0.044 0.569 -0.194
N1 -0.779 -0.464 0.428
O1 1.270 0.577 0.422
O2 -1.911 -0.570 -0.033
O3 1.983 -0.542 0.037
H1 0.165 0.185 -1.240
H2 -0.490 1.449 -0.272
H3 -0.281 -1.204 0.852

## Properties
energy relative to the best compared isomer or geometry (same formula, charge and spin)	5.784	eV
charge	0



The evaluated energy for the records listed, in turn: -44644.9341; -21536.9584; -70616.6483; -171576.5338; -37752.1992; -8711.1829 eV.
The evaluated max |F| for the records listed, in turn: 0.02273; 0.09112; 0.01106; 0.12378; 0.11624; 0.08996 Eh/bohr.